Record 1
{"formula": "C4H4NO2", "method": "the ωB97M-V functional and the def2-TZVPD basis", "elements": ["C", "C", "C", "C", "N", "O", "O", "H", "H", "H", "H"], "coordinates": [[-1.21, 0.42, 0.89], [1.97, -0.15, 0.09], [-0.94, -0.58, -0.23], [0.17, 0.44, -0.59], [-0.45, 1.37, 0.46], [1.81, -0.96, 0.96], [2.83, 0.31, -0.64], [-2.10, 0.32, 1.48], [-0.55, -1.53, -0.19], [-1.92, -0.55, -0.75], [0.39, 0.90, -1.48]], "homo_energy_ev": -3.096, "e_above_lowest_kcal_mol": 77.61, "homo_lumo_gap_ev": 7.3363, "total_energy_ha": -360.0121, "total_charge": -1}

---

Record 2
{"formula": "C42H66F10O46P4", "method": "the ωB97M-V functional and the def2-TZVPD basis", "elements": ["C", "C", "O", "C", "O", "O", "F", "H", "H", "H", "C", "C", "O", "C", "O", "O", "F", "H", "H", "H", "C", "C", "O", "C", "O", "O", "F", "H", "H", "H", "C", "C", "O", "C", "O", "O", "F", "H", "H", "H", "C", "C", "O", "C", "O", "O", "F", "H", "H", "H", "C", "C", "O", "C", "O", "O", "F", "H", "H", "H", "C", "C", "O", "C", "O", "O", "F", "H", "H", "H", "C", "C", "O", "C", "O", "O", "F", "H", "H", "H", "C", "C", "O", "C", "O", "O", "F", "H", "H", "H", "C", "C", "O", "C", "O", "O", "F", "H", "H", "H", "C", "O", "P", "O", "O", "C", "O", "C", "H", "H", "H", "H", "H", "H", "H", "H", "H", "C", "O", "P", "O", "O", "C", "O", "C", "H", "H", "H", "H", "H", "H", "H", "H", "H", "C", "O", "P", "O", "O", "C", "O", "C", "H", "H", "H", "H", "H", "H", "H", "H", "H", "C", "O", "P", "O", "O", "C", "O", "C", "H", "H", "H", "H", "H", "H", "H", "H", "H"], "coordinates": [[10.51, 16.83, 14.24], [9.17, 17.29, 13.71], [8.31, 16.28, 14.06], [8.97, 15.13, 14.26], [8.45, 14.06, 14.28], [10.29, 15.39, 14.35], [9.29, 17.43, 12.40], [10.88, 17.21, 15.26], [11.36, 16.99, 13.55], [8.81, 18.22, 14.18], [7.37, 11.47, 15.41], [7.92, 12.02, 16.67], [9.06, 11.15, 16.85], [9.01, 10.07, 16.08], [9.73, 9.14, 15.95], [7.89, 10.15, 15.30], [7.14, 11.87, 17.73], [7.63, 11.98, 14.56], [6.33, 11.43, 15.47], [8.29, 13.05, 16.57], [16.65, 17.86, 12.76], [18.10, 17.62, 12.44], [18.04, 17.17, 11.07], [16.76, 16.65, 10.84], [16.49, 16.05, 9.85], [16.04, 16.84, 11.93], [18.65, 16.58, 13.19], [16.28, 18.83, 12.55], [16.40, 17.69, 13.79], [18.89, 18.38, 12.52], [9.05, 22.87, 17.75], [10.61, 22.85, 17.83], [10.94, 21.69, 17.03], [9.80, 21.00, 16.72], [9.85, 20.06, 15.99], [8.74, 21.56, 17.23], [10.93, 22.52, 19.12], [8.76, 23.63, 17.05], [8.61, 22.93, 18.75], [11.24, 23.68, 17.55], [18.69, 11.01, 16.59], [18.86, 10.70, 18.04], [18.37, 11.82, 18.64], [18.32, 12.85, 17.77], [18.28, 14.00, 18.07], [18.44, 12.42, 16.52], [20.19, 10.49, 18.43], [17.87, 10.48, 16.16], [19.54, 10.81, 15.95], [18.37, 9.82, 18.36], [13.13, 22.05, 13.23], [14.41, 21.70, 14.00], [14.16, 22.27, 15.29], [13.13, 23.12, 15.22], [12.73, 23.89, 16.07], [12.49, 23.04, 14.03], [15.46, 22.38, 13.45], [12.38, 21.30, 13.00], [13.45, 22.51, 12.33], [14.55, 20.62, 14.08], [13.29, 12.73, 12.63], [13.45, 12.99, 11.22], [13.80, 14.42, 11.15], [13.29, 14.95, 12.33], [13.32, 16.13, 12.58], [12.87, 14.03, 13.15], [12.21, 12.95, 10.57], [14.23, 12.42, 13.08], [12.42, 12.05, 12.82], [14.15, 12.33, 10.70], [12.90, 9.42, 15.53], [13.83, 8.59, 16.30], [15.12, 9.03, 16.09], [15.13, 9.99, 15.03], [16.12, 10.45, 14.49], [13.84, 10.19, 14.72], [13.78, 7.28, 15.77], [12.20, 10.05, 16.11], [12.41, 8.70, 14.83], [13.71, 8.58, 17.40], [11.97, 17.50, 9.65], [13.38, 17.48, 9.16], [14.05, 18.04, 10.24], [13.18, 18.72, 10.99], [13.46, 19.57, 11.77], [11.94, 18.37, 10.79], [13.54, 18.31, 8.05], [11.64, 16.56, 9.91], [11.28, 17.93, 8.97], [13.92, 16.57, 8.89], [17.71, 17.35, 18.15], [16.71, 18.26, 18.80], [15.99, 18.77, 17.70], [16.75, 18.66, 16.58], [16.51, 19.22, 15.56], [17.88, 18.01, 16.87], [17.38, 19.24, 19.42], [17.46, 16.35, 17.87], [18.65, 17.45, 18.69], [15.99, 17.75, 19.44], [13.05, 19.35, 16.65], [13.30, 17.96, 16.26], [13.54, 16.73, 17.23], [13.56, 16.98, 18.69], [12.39, 15.72, 16.70], [12.46, 14.34, 17.06], [14.88, 16.11, 16.72], [15.29, 15.86, 15.31], [12.64, 19.93, 15.84], [13.98, 19.85, 16.82], [12.47, 19.21, 17.56], [11.95, 13.85, 16.24], [12.05, 14.30, 18.12], [13.55, 14.04, 17.04], [14.75, 16.55, 14.63], [15.00, 14.79, 15.10], [16.38, 16.00, 15.32], [9.28, 16.05, 17.71], [8.43, 16.08, 18.88], [8.99, 16.77, 20.21], [9.66, 18.06, 20.03], [7.70, 16.75, 21.08], [6.40, 16.45, 20.68], [9.89, 15.62, 20.83], [11.34, 15.83, 21.09], [9.98, 16.89, 17.84], [8.70, 16.28, 16.85], [9.88, 15.12, 17.68], [6.10, 15.62, 21.35], [6.34, 16.16, 19.67], [5.68, 17.32, 20.82], [11.55, 16.83, 21.52], [11.94, 15.80, 20.13], [11.57, 15.02, 21.77], [15.25, 13.93, 19.12], [15.12, 12.58, 19.68], [13.95, 11.73, 19.02], [14.04, 11.73, 17.56], [14.13, 10.25, 19.71], [14.18, 10.15, 21.13], [12.65, 12.32, 19.70], [11.33, 11.98, 19.44], [14.48, 14.58, 19.54], [15.07, 13.88, 18.03], [16.21, 14.29, 19.46], [13.12, 10.25, 21.48], [14.87, 10.87, 21.53], [14.61, 9.16, 21.38], [11.08, 10.86, 19.43], [11.02, 12.60, 18.55], [10.78, 12.37, 20.28], [17.22, 12.51, 8.85], [17.92, 12.79, 10.11], [17.45, 11.99, 11.38], [16.00, 11.85, 11.52], [18.30, 10.70, 11.17], [18.03, 9.52, 12.02], [18.17, 12.71, 12.61], [17.29, 13.61, 13.33], [17.63, 13.22, 8.18], [16.13, 12.68, 8.89], [17.39, 11.45, 8.52], [17.06, 9.03, 11.74], [18.03, 9.86, 13.05], [18.86, 8.82, 11.90], [16.44, 14.09, 12.72], [17.92, 14.37, 13.77], [16.74, 13.11, 14.06]], "homo_energy_ev": -10.549, "e_above_lowest_kcal_mol": 0.00, "homo_lumo_gap_ev": 10.8935, "total_energy_ha": -7465.6514}

---

Record 3
{"formula": "H12O6", "method": "the ωB97M-V functional and the def2-TZVPD basis", "elements": ["O", "H", "H", "O", "H", "H", "O", "H", "H", "O", "H", "H", "O", "H", "H", "O", "H", "H"], "coordinates": [[-0.06, 3.05, 3.21], [-0.80, 3.17, 3.82], [0.11, 3.98, 3.03], [0.05, 0.97, -1.66], [0.33, 0.65, -0.79], [-0.73, 1.47, -1.37], [-2.53, 1.01, -0.18], [-2.86, 1.71, 0.40], [-2.95, 0.27, 0.28], [0.70, -1.52, -3.26], [0.43, -0.68, -2.86], [0.87, -1.47, -4.20], [1.04, -2.88, -0.88], [0.13, -2.75, -0.53], [1.02, -2.56, -1.82], [1.41, -1.37, 2.51], [1.57, -1.28, 1.56], [2.27, -1.77, 2.75]], "homo_energy_ev": [-13.989, -13.989], "e_above_lowest_kcal_mol": 37.63, "s_squared": 0.7570, "multiplicity": 2, "homo_lumo_gap_ev": [10.1475, 2.5193], "total_energy_ha": -458.2117, "total_charge": 1}

---

Record 4
{"formula": "C30H71NO2P", "method": "the ωB97M-V functional and the def2-TZVPD basis", "elements": ["C", "C", "C", "C", "C", "P", "C", "O", "N", "O", "H", "H", "H", "H", "H", "H", "H", "H", "H", "H", "H", "H", "H", "H", "H", "C", "C", "C", "C", "C", "C", "H", "H", "H", "H", "H", "H", "H", "H", "H", "H", "H", "H", "H", "H", "C", "C", "C", "C", "C", "C", "H", "H", "H", "H", "H", "H", "H", "H", "H", "H", "H", "H", "H", "H", "C", "C", "C", "C", "C", "C", "H", "H", "H", "H", "H", "H", "H", "H", "H", "H", "H", "H", "H", "H", "C", "C", "C", "C", "C", "C", "H", "H", "H", "H", "H", "H", "H", "H", "H", "H", "H", "H", "H", "H"], "coordinates": [[-9.56, -3.98, 1.07], [-9.36, -4.24, 2.57], [-8.23, -5.20, 2.94], [-6.96, -4.55, 3.47], [-5.90, -4.16, 2.44], [-6.42, -2.95, 1.23], [-6.69, -3.60, -0.44], [-5.47, -3.36, -1.08], [-5.14, -4.41, -2.15], [-5.86, -4.34, -3.03], [-9.46, -2.92, 0.81], [-8.88, -4.57, 0.47], [-10.56, -4.25, 0.76], [-10.29, -4.66, 2.96], [-9.23, -3.29, 3.11], [-7.99, -5.83, 2.09], [-8.58, -5.88, 3.72], [-7.21, -3.68, 4.08], [-6.45, -5.25, 4.15], [-5.05, -3.70, 2.95], [-5.52, -5.03, 1.90], [-7.51, -2.22, 1.66], [-5.38, -2.05, 1.06], [-7.54, -3.10, -0.90], [-6.91, -4.67, -0.36], [-1.60, -2.95, -0.01], [-1.92, -3.52, 1.37], [-2.24, -2.45, 2.41], [-1.11, -1.45, 2.69], [0.19, -2.09, 3.15], [0.09, -2.85, 4.47], [-0.72, -2.31, 0.02], [-1.41, -3.74, -0.73], [-2.43, -2.35, -0.39], [-1.08, -4.13, 1.72], [-2.77, -4.20, 1.29], [-2.53, -2.93, 3.35], [-3.12, -1.88, 2.07], [-1.45, -0.74, 3.45], [-0.92, -0.86, 1.79], [0.94, -1.30, 3.25], [0.57, -2.76, 2.37], [-0.26, -2.18, 5.27], [1.05, -3.25, 4.77], [-0.61, -3.69, 4.41], [2.21, 3.19, -1.35], [2.64, 1.94, -2.12], [1.52, 0.92, -2.27], [0.97, 0.39, -0.94], [2.02, -0.24, -0.02], [2.70, -1.47, -0.62], [1.91, 2.95, -0.33], [3.03, 3.91, -1.29], [1.37, 3.69, -1.85], [3.50, 1.49, -1.62], [2.99, 2.23, -3.11], [1.87, 0.09, -2.88], [0.69, 1.37, -2.83], [0.19, -0.35, -1.15], [0.48, 1.20, -0.40], [1.53, -0.52, 0.91], [2.78, 0.50, 0.25], [1.96, -2.23, -0.88], [3.41, -1.91, 0.08], [3.25, -1.22, -1.53], [1.99, 3.02, 2.80], [2.57, 4.31, 2.22], [3.27, 5.19, 3.26], [2.37, 5.69, 4.39], [1.15, 6.48, 3.93], [1.51, 7.76, 3.16], [1.22, 3.23, 3.55], [1.53, 2.41, 2.02], [2.77, 2.42, 3.28], [1.77, 4.88, 1.72], [3.29, 4.05, 1.44], [3.73, 6.04, 2.75], [4.10, 4.62, 3.70], [2.97, 6.31, 5.06], [2.04, 4.84, 4.99], [0.56, 6.75, 4.81], [0.51, 5.85, 3.31], [2.13, 8.41, 3.77], [0.61, 8.31, 2.89], [2.05, 7.54, 2.24], [5.56, 0.02, -8.01], [6.11, 1.42, -7.76], [7.26, 1.45, -6.75], [6.89, 0.96, -5.35], [5.74, 1.71, -4.69], [6.01, 3.20, -4.48], [5.13, -0.41, -7.10], [4.77, 0.04, -8.76], [6.34, -0.65, -8.37], [5.30, 2.08, -7.43], [6.47, 1.84, -8.70], [7.65, 2.47, -6.69], [8.08, 0.84, -7.13], [7.78, 1.04, -4.71], [6.65, -0.11, -5.39], [5.53, 1.25, -3.72], [4.83, 1.59, -5.28], [6.91, 3.34, -3.86], [5.18, 3.68, -3.97], [6.17, 3.72, -5.42]], "homo_energy_ev": -11.900, "e_above_lowest_kcal_mol": 2.21, "homo_lumo_gap_ev": 7.8046, "total_energy_ha": -1731.8542, "total_charge": 1}